{"formula": "C5H5NO", "method": "ωB97M-V/def2-TZVPD", "symbols": ["O", "C", "C", "C", "C", "C", "N", "H", "H", "H", "H", "H"], "xyz": [[0.75477, 1.86642, 1.30891], [0.80661, 0.90790, 0.54717], [1.85089, -0.10214, 0.54391], [2.67172, -0.98459, 0.59182], [-0.14611, 0.95002, -0.54350], [-1.54779, -0.45487, -0.78891], [-1.49258, 0.91265, -0.22197], [3.41482, -1.75156, 0.64343], [-0.66948, -0.38623, -1.50432], [-1.48544, -1.21767, -0.00028], [-2.45918, -0.58048, -1.35535], [-1.69822, 0.84057, 0.77909]], "nbo_charge": [-0.502, 0.323, -0.128, -0.124, 0.203, -0.447, -0.607, 0.241, 0.259, 0.206, 0.224, 0.352], "lumo_energy_ev": [-0.51, -0.51], "homo_energy_ev": [-8.506, -8.507], "e_above_lowest_ev": 6.443}